No. 1
Molecular formula: C29H28FN3O2S
Method: DFT, ωB97M-V/def2-TZVPD

```
64
Properties=species:S:1:pos:R:3:forces:R:3:lowdin_charge:R:1
C 1.29544 0.32654 2.29183 0.00 0.25 0.27 -0.016
N 2.19738 -0.35039 1.37970 -0.02 0.10 0.15 -0.031
C 3.44910 0.19092 1.24598 0.12 0.36 0.29 -0.454
O 3.78839 1.16743 1.88672 0.00 0.00 -0.04 0.086
C 4.38842 -0.47660 0.31401 0.56 -0.34 -0.51 -0.411
C 5.34084 0.15077 -0.39098 -0.38 -0.40 0.31 -0.036
C 5.49642 1.58839 -0.54079 0.41 0.47 -0.02 -0.149
C 4.42032 2.46873 -0.65055 0.21 0.02 -0.07 -0.025
C 4.62433 3.82502 -0.81242 -0.16 0.04 -0.01 -0.075
C 5.90940 4.33986 -0.87400 0.04 -0.10 0.02 -0.076
C 6.99798 3.48927 -0.79008 0.10 -0.07 -0.01 -0.008
C 6.77719 2.13572 -0.63593 -0.33 0.07 0.00 -0.219
F 7.84542 1.31317 -0.56041 -0.11 0.01 0.01 0.070
S 4.38198 -2.24307 0.35714 -0.13 0.09 0.25 1.064
C 2.63888 -2.48737 0.28368 0.20 0.13 -0.09 -0.439
C 2.16704 -3.68792 -0.23111 -0.06 0.20 0.07 -0.086
C 0.81250 -3.91654 -0.33926 -0.20 0.06 0.04 -0.012
C -0.08875 -2.92273 0.03073 0.37 -0.17 0.10 -0.124
C -1.54856 -3.21004 -0.11670 0.09 0.14 0.00 -0.443
O -1.99925 -4.33257 0.00021 0.01 -0.28 -0.01 0.074
N -2.31428 -2.13156 -0.39793 -0.14 0.44 -0.08 0.108
C -3.74959 -2.21242 -0.56929 -0.38 -0.31 0.07 -0.302
C -4.47380 -1.39629 0.50894 0.10 0.14 -0.15 -0.109
C -4.31630 0.11072 0.26514 -0.06 -0.16 0.23 -0.174
N -4.72642 0.53854 -1.05889 -0.05 0.13 -0.10 -0.171
C -6.16877 0.58872 -1.23771 0.07 -0.01 -0.06 -0.156
C -6.77733 1.63642 -0.34362 -0.13 -0.04 0.02 -0.230
C -6.22459 2.91102 -0.29939 -0.02 -0.01 -0.02 -0.042
C -6.77268 3.88556 0.51340 0.04 0.06 -0.03 -0.082
C -7.88469 3.59950 1.28892 -0.09 0.02 0.09 -0.096
C -8.44164 2.33360 1.24932 -0.10 0.06 0.09 -0.087
C -7.88786 1.35641 0.43943 0.07 -0.03 -0.09 -0.046
C -4.02235 -0.20436 -2.08378 -0.05 -0.22 -0.15 -0.185
C -4.16685 -1.72817 -1.96259 0.12 0.17 0.10 -0.113
C 0.38374 -1.73302 0.56994 0.02 -0.05 -0.08 0.034
C 1.74908 -1.50354 0.73010 -0.04 -0.53 -0.33 -0.199
H 0.76828 -0.40276 2.90550 -0.03 -0.01 -0.05 0.103
H 0.57753 0.94860 1.75264 -0.04 -0.02 0.04 0.098
H 1.90138 0.97230 2.92653 -0.16 -0.08 -0.07 0.092
H 6.08273 -0.45671 -0.89477 -0.07 -0.09 -0.11 0.116
H 3.41632 2.07456 -0.62432 -0.08 -0.02 0.01 0.120
H 3.77548 4.48681 -0.89288 -0.07 0.05 -0.01 0.104
H 6.06595 5.40076 -0.99391 0.02 0.09 -0.02 0.105
H 8.01024 3.85816 -0.84257 0.10 0.01 0.00 0.118
H 2.88210 -4.43521 -0.53727 0.06 -0.11 -0.10 0.106
H 0.43237 -4.85171 -0.71808 -0.05 -0.10 -0.02 0.121
H -1.87958 -1.23847 -0.55780 0.16 -0.13 0.00 0.120
H -3.99106 -3.27535 -0.45437 0.04 0.24 -0.04 0.144
H -5.53230 -1.65923 0.49605 -0.08 -0.03 0.03 0.112
H -4.07814 -1.65404 1.49227 -0.04 -0.05 0.03 0.120
H -3.26617 0.39784 0.38848 0.02 0.03 0.10 0.117
H -4.90003 0.66898 1.00030 0.15 0.00 0.03 0.120
H -6.66534 -0.37836 -1.05859 -0.05 0.07 -0.05 0.115
H -6.35432 0.86728 -2.28099 -0.01 -0.12 0.03 0.133
H -5.35526 3.12219 -0.90340 0.11 0.03 -0.05 0.114
H -6.33445 4.87260 0.54193 0.03 0.08 0.00 0.101
H -8.31471 4.36101 1.92265 -0.03 0.06 0.05 0.099
H -9.30761 2.10360 1.85276 -0.06 -0.01 0.05 0.101
H -8.32603 0.36806 0.41555 -0.01 -0.11 -0.01 0.109
H -2.96400 0.07295 -2.01582 0.03 0.00 -0.09 0.116
H -4.38344 0.12452 -3.06129 0.10 0.02 0.01 0.119
H -5.20683 -2.00964 -2.13435 -0.05 -0.04 -0.03 0.114
H -3.55574 -2.21879 -2.72167 -0.04 -0.06 -0.02 0.119
H -0.31721 -0.98390 0.90214 -0.07 0.07 0.06 0.105
```
Positions in Å, forces in eV/Å.

Values from the calculation:
Highest occupied orbital energy = -8.19 eV
Molar mass = 501.63 g mol⁻¹
Structure (SMILES) = CN1C(=O)/C(=C\c2ccccc2F)Sc2ccc(C(=O)NC3CCN(Cc4ccccc4)CC3)cc21
Electronic energy = -52646.4763 eV
Kohn-Sham gap = 0.30305 Eh
Energy relative to the best compared isomer or geometry (same formula, charge and spin) = 18.62 kcal per mole

No. 2
Molecular formula: C5H16N2O
Method: DFT, ωB97M-V/def2-TZVPD

```
24
Properties=species:S:1:pos:R:3:forces:R:3:lowdin_charge:R:1
C 2.08036 -0.60673 0.44087 -0.79 0.83 -0.95 -0.366
C 1.34381 0.78613 -0.99604 2.43 -0.39 -0.26 -0.144
N 3.40762 -0.28385 0.58676 0.33 0.31 0.38 0.059
N 1.29625 -0.59833 1.55434 -0.68 -0.32 0.77 0.060
H 1.88726 -1.46657 -0.19112 0.13 0.12 -0.04 0.129
H 1.36423 0.23447 2.12588 -0.11 -0.19 -0.07 0.100
H 4.16480 -0.71842 0.07891 -0.60 0.21 -0.12 0.096
H 3.61869 0.58981 1.05075 0.10 -0.33 -0.16 0.096
H 0.33285 -0.94093 1.38892 0.74 0.48 0.16 0.057
H 0.82285 1.69696 -1.30587 -1.12 -0.30 0.33 0.010
H 2.33125 1.26222 -1.02067 0.42 -0.47 -0.02 -0.012
H 1.33724 0.03298 -1.79093 -0.15 0.39 -0.33 0.006
C -1.45592 -0.00020 -0.08121 2.32 0.50 -0.73 -0.488
C -2.11935 -0.14519 -1.43666 0.10 -0.13 -0.19 -0.087
C -2.37180 0.70388 0.90114 0.05 0.16 0.09 -0.077
O -1.13768 -1.31656 0.45711 -0.22 0.02 -0.31 -0.128
H -1.94102 -1.85890 0.51785 0.19 0.30 -0.05 0.098
H -0.21618 0.52874 -0.36290 -3.61 -1.37 1.53 0.131
H -3.33727 0.17572 0.98622 0.22 -0.01 -0.12 0.081
H -1.42393 -0.59723 -2.14652 -0.08 -0.05 0.01 0.074
H -2.40380 0.82998 -1.83556 0.01 0.03 0.05 0.079
H -3.02922 -0.76490 -1.39856 0.12 0.08 0.09 0.079
H -2.60502 1.71743 0.57153 0.09 0.05 0.04 0.076
H -1.94603 0.73947 1.90577 0.08 0.09 -0.08 0.071
```
Positions in Å, forces in eV/Å.

Values from the calculation:
Highest occupied orbital energy = -7.19 eV
Molar mass = 120.20 g mol⁻¹
Electronic energy = -10468.4482 eV
Kohn-Sham gap = 0.29744 Eh
Energy relative to the best compared isomer or geometry (same formula, charge and spin) = 93.94 kcal per mole

No. 3
Molecular formula: C43H55Br54O6P
Method: DFT, ωB97M-V/def2-TZVPD

```
159
Properties=species:S:1:pos:R:3:forces:R:3:lowdin_charge:R:1
C 9.68033 -0.97365 1.14019 0.34 -0.33 -0.48 -0.107
C 9.82160 -1.29472 -0.38334 -0.56 1.56 0.75 -0.223
C 8.49479 -0.89841 -1.09010 -0.33 -0.67 -0.15 -0.195
C 7.83838 -2.05384 -1.86474 1.35 1.31 -0.63 -0.173
O 6.54757 -1.60441 -2.33137 -0.35 -1.66 0.29 -0.067
C 5.53355 -2.43069 -1.94291 -0.40 0.67 -1.15 -0.249
C 5.27859 -2.80656 -0.70058 -0.53 -0.21 0.82 0.063
C 4.09748 -3.70064 -0.41434 0.22 -0.18 -0.17 -0.279
O 4.15052 -4.57893 0.42220 -0.04 0.54 -0.59 0.093
C 2.87208 -3.42940 -1.29613 0.91 -0.09 0.54 -0.017
C 1.57508 -3.53155 -0.80620 0.12 -0.05 -0.25 -0.115
C 1.28384 -3.95128 0.63079 -0.46 0.07 -0.18 -0.156
O 2.13899 -3.38948 1.59631 -0.12 0.33 -0.62 -0.252
C 1.88972 -1.99976 1.81440 -0.62 -0.28 1.00 -0.260
C 1.00112 -1.86184 3.07217 0.23 -0.08 -0.44 -0.117
C 0.54606 -3.23133 -1.71188 -0.86 -0.38 1.15 -0.282
P -1.27405 -3.25018 -1.29429 2.29 0.02 -0.03 0.823
C -1.73302 -4.79084 -0.36043 0.28 0.94 0.41 -0.406
C -1.40557 -1.68034 -0.17484 1.40 -0.91 1.18 -0.465
C -2.10873 -1.90026 1.19179 0.67 1.03 0.00 -0.229
C 0.81355 -2.86491 -3.01494 0.23 0.19 -0.32 -0.066
C 2.10808 -2.76134 -3.50285 -0.16 -0.02 -0.63 -0.110
C 2.33111 -2.31269 -4.95801 -0.52 -0.01 0.67 -0.159
O 2.90691 -1.00696 -4.98831 -0.14 -0.28 -0.34 -0.109
C 1.97419 0.02122 -4.72683 0.00 1.01 0.80 -0.179
C 2.18339 0.64450 -3.33701 -0.26 -0.21 -0.14 -0.222
O 1.50211 1.89116 -3.31723 0.57 -0.28 0.37 -0.200
C 1.87668 2.60150 -2.11200 -1.34 -0.37 -0.77 -0.322
C 0.71739 3.53933 -1.76330 0.72 -0.03 0.39 -0.084
C 3.13603 -3.04810 -2.61555 0.91 0.11 -0.28 -0.021
C 4.59864 -2.92839 -3.04961 -0.03 -0.09 -0.07 -0.204
O 5.00396 -3.23868 -4.14995 -0.26 0.40 0.87 0.147
H 10.64813 -0.71807 1.59136 -0.17 -0.38 -0.02 0.067
H 9.23783 -1.83819 1.64822 0.03 0.33 0.17 0.072
H 9.04843 -0.08897 1.27819 0.01 -0.27 -0.01 0.034
H 10.11597 -2.33442 -0.55383 -0.01 0.20 -0.05 0.103
H 10.59482 -0.60347 -0.74356 0.05 -0.57 -0.21 0.099
H 8.65491 -0.06834 -1.79194 -0.03 -0.23 0.12 0.118
H 7.74411 -0.52773 -0.37859 0.28 -0.13 0.04 0.059
H 8.45039 -2.19997 -2.76981 -0.27 -0.32 0.20 0.134
H 7.81133 -2.99423 -1.30649 -0.34 0.24 0.02 0.129
H 5.89322 -2.46760 0.13357 -0.05 -0.36 -0.10 0.139
H 0.23700 -3.66893 0.84087 0.30 -0.11 0.05 0.084
H 1.34681 -5.04507 0.70251 0.13 0.25 0.12 0.148
H 1.38161 -1.52701 0.96350 0.40 -0.17 -0.09 0.081
H 2.86294 -1.52473 1.99666 -0.23 0.01 -0.25 0.117
H 0.43530 -0.92427 3.04053 0.28 -0.08 0.35 0.016
H 1.64466 -1.96003 3.95023 -0.31 0.30 0.04 0.020
H 0.26218 -2.67072 3.13662 0.28 0.11 -0.21 0.020
H -1.79514 -4.66102 0.72933 0.33 -0.17 -0.17 0.029
H -1.12170 -5.65903 -0.63829 0.16 0.36 0.15 0.050
H -2.75450 -5.04424 -0.67775 1.44 1.30 0.27 -0.205
H -0.37481 -1.34951 0.03904 -0.26 -0.13 -0.07 0.048
H -1.88039 -0.89689 -0.76233 0.18 -0.11 0.03 0.030
H -3.12227 -2.28862 1.13259 0.20 -0.15 0.03 -0.011
H -1.50034 -2.51273 1.86338 -0.15 0.07 -0.31 -0.021
H -2.19423 -0.90939 1.67008 0.04 -0.29 0.04 0.084
H -0.00537 -2.61779 -3.68207 -0.07 -0.16 0.22 0.026
H 1.34454 -2.28004 -5.48701 1.40 -0.35 0.55 -0.008
H 3.00668 -3.03059 -5.43008 -0.05 0.46 -0.15 0.127
H 0.92887 -0.29636 -4.77372 0.17 -0.21 -0.16 0.068
H 2.07474 0.85843 -5.43598 0.23 -0.45 -0.10 0.132
H 1.76438 -0.01059 -2.54595 0.12 0.08 -0.16 0.125
H 3.25138 0.76743 -3.09605 -0.18 0.02 -0.45 0.055
H 2.81757 3.12373 -2.32179 -0.20 -0.12 0.36 0.016
H 1.98431 1.82988 -1.33293 0.25 0.46 0.05 0.058
H 0.75858 4.44407 -2.37838 -0.19 -0.15 0.12 0.023
H -0.24402 3.03022 -1.88562 0.21 0.05 -0.10 0.088
H 0.81604 3.81362 -0.70276 -0.09 0.18 -0.28 0.020
C 5.22399 2.16768 0.34345 -0.07 -0.02 -0.06 -1.567
Br 4.76308 0.77058 -0.90597 0.29 0.13 0.34 0.733
Br 7.12973 2.36314 0.55717 -0.11 0.02 -0.06 0.632
Br 4.39102 3.83292 -0.14045 0.23 -0.04 0.07 0.542
H 4.82528 1.87625 1.30537 -0.01 0.00 -0.03 -0.091
C -1.58512 -1.90509 -7.80330 -0.07 -0.03 0.01 -1.588
Br -0.82145 -1.94787 -6.02960 -0.96 0.07 -0.61 0.754
Br -3.05476 -0.65997 -7.91773 0.12 -0.01 -0.01 0.609
Br -0.24456 -1.54793 -9.13796 -0.08 0.01 0.12 0.600
H -1.98283 -2.89048 -8.00388 -0.01 0.04 0.03 -0.025
C 0.97211 6.30371 -5.39825 0.06 -0.10 -0.11 -1.593
Br 2.18869 7.61875 -4.67251 -0.04 -0.08 0.03 0.599
Br 1.78453 4.55912 -5.47014 -0.08 0.15 0.13 0.625
Br -0.70118 6.28144 -4.43892 0.13 0.03 0.01 0.606
H 0.75214 6.59950 -6.41473 0.00 0.04 0.05 -0.030
C -5.29560 -6.31525 0.31527 -0.13 -0.08 -0.15 -1.531
Br -7.00652 -6.07803 -0.53830 0.03 -0.51 0.31 0.559
Br -3.89213 -6.62757 -0.96905 -1.82 -1.86 -0.34 0.746
Br -4.87395 -4.84148 1.48525 -0.04 0.01 0.09 0.604
H -5.36637 -7.20068 0.93163 0.03 0.04 -0.02 -0.024
C 1.33441 2.98126 2.88521 -0.05 0.04 -0.01 -1.564
Br 0.91953 1.56268 1.64464 0.05 0.17 -0.03 0.660
Br 3.23405 3.16096 3.14430 -0.17 -0.07 0.28 0.599
Br 0.53838 4.65606 2.35420 0.10 -0.08 -0.02 0.580
H 0.90497 2.70901 3.83966 0.02 -0.02 -0.04 -0.026
C -6.87840 -0.96667 -6.99333 -0.02 -0.14 0.00 -1.631
Br -7.63559 0.54025 -6.05759 0.02 -0.01 -0.06 0.573
Br -6.70808 -2.49913 -5.84252 -0.05 0.07 -0.12 0.550
Br -7.85969 -1.38011 -8.60037 0.03 0.05 0.12 0.578
H -5.88046 -0.68241 -7.29580 -0.02 0.00 0.03 -0.101
C -2.50391 -2.26172 5.81401 -0.01 0.17 -0.09 -1.604
Br -4.22331 -1.39649 5.72578 0.10 0.02 -0.08 0.558
Br -2.21812 -3.43269 4.30981 -0.15 -0.06 0.28 0.645
Br -1.08422 -0.97617 6.01886 -0.23 -0.13 -0.58 0.548
H -2.50368 -2.88381 6.69687 0.02 0.03 -0.01 -0.106
C -11.06186 0.49457 -3.89789 0.01 -0.02 -0.04 -1.635
Br -11.83568 1.98478 -2.94835 0.02 -0.11 -0.04 0.571
Br -10.86938 -1.05481 -2.76692 -0.02 0.09 -0.07 0.558
Br -12.04144 0.08508 -5.50455 0.15 0.10 0.06 0.538
H -10.06680 0.79176 -4.19947 -0.02 -0.03 0.02 -0.079
C 2.64943 7.82845 4.54805 -0.02 -0.04 0.02 -1.624
Br 4.22757 6.72474 4.44195 -0.11 0.17 -0.04 0.567
Br 2.77586 9.12217 5.97234 -0.02 -0.05 -0.11 0.579
Br 2.23495 8.66810 2.86070 0.04 -0.02 0.10 0.562
H 1.82172 7.17395 4.78603 0.03 0.01 -0.02 -0.035
C 5.77784 5.34958 -4.21320 -0.08 0.00 -0.05 -1.617
Br 7.40197 5.37582 -5.25173 -0.09 -0.01 0.09 0.583
Br 5.18326 3.54896 -3.86646 0.16 0.05 -0.05 0.587
Br 5.95026 6.37709 -2.59156 0.01 -0.06 -0.11 0.554
H 5.01031 5.82621 -4.80985 0.00 -0.02 0.03 -0.061
C -5.40804 -1.77638 -1.64301 -0.37 -0.07 0.52 -1.489
Br -6.66708 -3.17335 -2.09484 0.27 0.51 -0.10 0.520
Br -3.61043 -2.49684 -1.29383 -4.44 0.50 -2.54 0.734
Br -5.35111 -0.38976 -2.97880 0.11 -0.09 0.14 0.562
H -5.76440 -1.31883 -0.72781 -0.10 0.01 -0.09 -0.023
C 1.14247 7.90342 -1.01066 -0.03 -0.05 -0.02 -1.603
Br 1.83252 9.70635 -1.02516 -0.06 -0.17 0.07 0.568
Br 2.50744 6.62309 -0.54998 -0.10 0.20 -0.01 0.524
Br -0.41406 7.73436 0.12295 0.14 0.02 -0.09 0.547
H 0.82375 7.67786 -2.02046 0.00 0.01 0.03 -0.099
C 4.00037 -3.96036 5.77337 0.19 -0.12 -0.14 -1.611
Br 5.46777 -2.86379 6.38223 -0.12 -0.03 -0.02 0.568
Br 2.31562 -3.35925 6.50241 0.02 0.00 -0.05 0.561
Br 3.95586 -4.10090 3.85261 -0.05 0.07 0.28 0.702
H 4.16839 -4.95660 6.15843 -0.01 0.05 0.05 -0.033
C -0.84328 -0.07223 10.00603 0.06 0.00 0.03 -1.595
Br 0.44341 -1.04427 8.94934 0.18 0.09 0.52 0.530
Br -0.34322 1.77495 10.22561 -0.08 -0.12 -0.06 0.592
Br -2.63238 -0.24917 9.29722 0.03 -0.02 0.03 0.584
H -0.84918 -0.51960 10.99016 -0.01 0.01 -0.03 -0.027
C -5.17639 2.44912 10.39165 0.00 0.01 0.00 -1.659
Br -5.14031 3.13170 8.58933 0.00 -0.05 0.12 0.557
Br -4.47119 3.72563 11.65224 -0.05 -0.07 -0.08 0.564
Br -6.93816 1.84642 10.89182 0.10 0.06 -0.03 0.569
H -4.52558 1.58595 10.41708 -0.01 0.04 0.00 -0.105
C -14.78579 -3.37888 -5.70399 0.02 0.01 0.03 -1.634
Br -12.98083 -3.80634 -6.23204 -0.10 0.05 0.02 0.555
Br -14.82173 -2.08922 -4.27324 -0.07 -0.13 -0.05 0.546
Br -15.85361 -2.80854 -7.20513 0.09 -0.01 0.08 0.566
H -15.23019 -4.28839 -5.32490 0.01 0.03 -0.02 -0.033
C -0.92260 11.08013 3.68414 0.06 -0.03 0.00 -1.649
Br -0.74466 11.64386 1.85007 -0.01 -0.05 0.11 0.549
Br -0.39516 12.46762 4.91359 -0.05 -0.08 -0.08 0.565
Br -2.69633 10.42350 4.06064 0.10 0.06 -0.03 0.567
H -0.23989 10.25243 3.82764 0.00 0.03 -0.02 -0.078
C -5.82885 -5.22098 7.29499 -0.05 0.04 -0.17 -1.609
Br -4.33268 -4.26122 8.03859 -0.10 -0.16 0.32 0.604
Br -7.51389 -4.53294 7.92634 0.15 -0.01 -0.05 0.587
Br -5.72461 -5.22649 5.37062 -0.08 -0.04 0.05 0.549
H -5.75618 -6.24571 7.63173 0.03 0.04 -0.01 -0.028
```
Positions in Å, forces in eV/Å.

Values from the calculation:
Highest occupied orbital energy = -7.98 eV
Molar mass = 5013.70 g mol⁻¹
Electronic energy = -3849340.2344 eV
Kohn-Sham gap = 0.26924 Eh